[1]
Below is a cluster of 14 separate species, C14H56O14 in total at a distorted geometry, with properties calculated with wB97M-V/def2-TZVPD.

Geometry as XYZ:
```
84
Properties=species:S:1:pos:R:3:mulliken_charge:R:1
C 0.86720 -4.11590 0.58583 -0.3186
O -0.56166 -4.28771 0.55608 -0.5860
H 1.08328 -3.26509 -0.06033 0.0471
H 1.24971 -3.85035 1.57135 0.0486
H 1.42406 -4.95894 0.17680 0.4636
H -0.77972 -4.94512 -0.10865 0.2807
C 3.60302 -0.87434 -2.02085 -0.3975
O 2.23918 -1.35104 -2.14605 -0.1162
H 3.66931 0.18892 -2.25149 0.2946
H 3.98391 -1.06494 -1.01752 0.1597
H 4.25159 -1.30047 -2.78628 0.3926
H 1.76755 -1.02871 -1.37452 0.3385
C 0.70756 3.09069 -1.93495 -0.3523
O -0.04834 3.36819 -0.77138 -0.5159
H 1.50854 3.81826 -2.06604 0.3694
H 1.12558 2.09505 -1.78641 -0.1312
H 0.14544 3.03776 -2.86733 0.2669
H -0.90043 2.92857 -0.72373 0.3202
C 0.18510 4.28524 2.53770 -0.6575
O 1.25319 4.05766 1.65601 -0.5373
H 0.51406 4.91586 3.36366 0.3835
H -0.53482 4.94323 2.05102 0.2190
H -0.32633 3.41995 2.95938 0.2074
H 0.84418 3.86665 0.80875 0.4418
C 2.27078 -0.55690 3.41981 -0.4909
O 1.66918 -1.57763 2.67221 -0.3971
H 2.71744 0.22672 2.80782 0.0143
H 1.48996 -0.03695 3.97486 0.3576
H 2.98462 -0.89297 4.17187 0.3122
H 1.16099 -2.20794 3.18801 0.2215
C -2.51050 -2.05559 -2.39222 0.1271
O -2.88515 -2.60597 -3.62223 -0.5548
H -3.39489 -1.90457 -1.77323 0.1407
H -1.88508 -2.76060 -1.84458 0.0168
H -2.00321 -1.10520 -2.55808 -0.0987
H -3.68556 -2.14489 -3.88368 0.3312
C -3.15533 3.22103 1.91245 -0.8218
O -2.55797 2.02038 2.27670 -0.5245
H -3.01125 4.00935 2.65129 0.3972
H -2.89001 3.69658 0.96822 0.1880
H -4.23752 3.10862 1.84660 0.3656
H -2.89395 1.29804 1.74104 0.4348
C 0.05506 0.01716 0.35584 -0.2890
O 1.25482 -0.66113 0.22496 0.3963
H -0.63091 -0.50713 1.02117 0.2897
H 0.24643 1.05557 0.62632 0.2324
H -0.22468 0.00096 -0.69753 -0.0779
H 1.54916 -0.99701 1.07475 -0.4242
C 0.23780 -0.27716 -4.48110 0.0454
O 0.23603 0.68891 -5.52490 -0.5451
H -0.71753 -0.76486 -4.28722 0.1055
H 0.92348 -1.08735 -4.72915 0.3855
H 0.44843 0.16089 -3.50547 -0.2581
H 0.91274 1.35139 -5.36746 0.3217
C -3.90213 -2.97373 1.56657 -0.8209
O -2.81101 -2.45814 0.95251 -0.3781
H -3.89479 -2.73613 2.63034 0.2757
H -4.81834 -2.50805 1.20351 0.2703
H -3.89274 -4.05870 1.46252 0.3768
H -2.10774 -3.10772 0.88135 0.2771
C 4.39518 1.27881 0.85592 -0.1787
O 5.58939 0.65369 0.38513 -0.5269
H 4.56854 1.55458 1.89610 0.4088
H 4.16780 2.23246 0.37949 0.3084
H 3.54540 0.60065 0.77803 -0.2054
H 5.71670 -0.09253 0.97552 0.2826
C -4.72831 0.33581 -0.02165 -1.0685
O -3.35339 0.32852 0.26197 0.1155
H -4.88249 -0.09794 -1.00967 0.3148
H -5.38191 -0.21100 0.65798 0.3592
H -5.11366 1.33923 -0.20260 0.3736
H -3.09400 -0.55246 0.54160 0.0668
C 4.65279 -2.84015 1.84412 -0.5312
O 5.58939 -1.87242 2.13591 -0.4840
H 5.19530 -3.67205 1.39496 0.3987
H 4.13031 -3.18511 2.73637 0.3133
H 3.93968 -2.32386 1.20145 0.0406
H 6.15308 -2.15453 2.85998 0.2752
C -3.17783 2.74969 -2.01748 -0.9300
O -2.24621 1.79375 -1.56175 -0.3629
H -2.72339 3.54974 -2.60185 0.2906
H -3.86126 2.28015 -2.72499 0.3158
H -3.74132 3.20220 -1.20151 0.2693
H -2.65755 1.26006 -0.87795 0.3308
```

## Properties
- largest force on an atom (eV/A) = 3.26
- highest occupied orbital energy (alpha / beta) (eV) = -11.6 / -11.6
- relative energy (zero: lowest compared OMol25 entry of this formula, charge and spin) (kcal per mole) = 0.0
- DFT total energy (Eh) = -1619.7526
- 2S+1 = 2
- Kohn-Sham gap (alpha / beta) (eV) = 9.374 / 2.574
- total charge = +1

[2]
Below is a structure of composition C14H6F6N3O7S at a distorted geometry, with properties calculated with wB97M-V/def2-TZVPD.

Geometry as XYZ:
```
37
Properties=species:S:1:pos:R:3:mulliken_charge:R:1
F 2.48332 0.21259 2.66280 -0.2766
C 1.89348 1.18672 1.90086 0.9002
F 2.13260 2.37822 2.52173 -0.2870
F 2.56976 1.21484 0.70648 -0.2650
C 0.42280 0.92310 1.70630 0.3079
C -0.49583 1.97129 1.72200 -0.6223
C -1.84730 1.69424 1.64590 -0.9649
C -2.32914 0.34056 1.63075 0.5941
O -3.58952 0.07011 1.89573 -0.8043
C -1.34255 -0.66677 1.40171 0.2469
C 0.00847 -0.38575 1.49465 -1.1618
H -0.15019 2.99954 1.80220 0.3746
H -2.57876 2.49857 1.67130 0.3378
H -1.67006 -1.68442 1.22304 0.3614
H 0.72826 -1.19495 1.40831 0.3573
O -3.77187 -2.86472 -2.22887 -0.6814
S -4.16408 -1.98029 -1.16019 1.1796
O -3.58723 -0.66915 -0.99509 -0.5728
C -6.03011 -1.72470 -1.31674 0.7151
F -6.27835 -1.05687 -2.45441 -0.2182
F -6.65779 -2.92094 -1.35223 -0.2356
F -6.49457 -1.01301 -0.26724 -0.2147
C -4.02528 -2.88161 0.40919 0.3993
C -4.07421 -2.20365 1.63273 -0.6498
C -4.21788 -3.00409 2.75645 0.3723
N -4.55998 -2.65219 4.06645 0.8254
O -4.74927 -1.58828 4.63278 -0.6863
O -4.74232 -3.86758 4.76366 -0.1991
N -4.48787 -4.94568 3.95930 -0.5466
C -4.18149 -4.41476 2.74125 1.0234
C -3.95137 -5.07814 1.48424 -0.9489
N -3.71824 -6.49816 1.34605 0.9310
O -3.66630 -7.24553 2.34201 -0.5835
O -3.55875 -6.93004 0.17808 -0.6232
C -3.93280 -4.28523 0.32484 -0.3982
H -3.91584 -1.00157 1.73604 0.3947
H -3.82723 -4.75595 -0.64996 0.6192
```

## Properties
- largest force on an atom (eV/A) = 3.74
- highest occupied orbital energy (eV) = -5.1
- relative energy (zero: lowest compared OMol25 entry of this formula, charge and spin) (kcal per mole) = 20.6
- DFT total energy (Eh) = -2225.2298
- Kohn-Sham gap (eV) = 5.827
- total charge = -1

[3]
Below is a structure of composition C14H6N2O8Pd, with properties calculated with wB97M-V/def2-TZVPD.

Geometry as XYZ:
```
31
Properties=species:S:1:pos:R:3:mulliken_charge:R:1
Pd 1.36997 -0.22547 -1.14526 0.6296
O 0.13921 3.67666 1.06570 -0.7835
C 0.64227 2.69761 0.49007 0.3478
O 0.70968 2.39861 -0.72025 -0.6703
C 1.38189 1.70187 1.38846 0.2613
C 1.49484 1.80140 2.76872 -0.4059
C 2.32134 0.90499 3.43021 -0.1694
C 3.06003 -0.03152 2.71612 -0.3532
C 2.88276 -0.07520 1.34635 0.2320
N 2.03121 0.74741 0.74061 -0.4111
C 3.67214 -0.92699 0.37054 0.6338
O 4.65332 -1.54254 0.76542 -0.7098
O 3.26059 -0.84727 -0.84937 -0.6235
H 0.94904 2.58293 3.27816 0.4579
H 2.41718 0.95555 4.50946 0.3933
H 3.76097 -0.71067 3.18145 0.4388
O -5.64785 0.06121 -1.38907 -0.7439
C -4.92463 -0.95273 -1.48839 0.4564
O -5.24411 -2.15383 -1.60174 -0.7308
C -3.40552 -0.67867 -1.47717 0.3969
C -2.90459 0.61310 -1.42614 -0.7431
C -1.53801 0.84456 -1.41843 -0.5177
N -0.65583 -0.16171 -1.48107 -0.2210
C -1.13407 -1.42691 -1.55484 0.3992
C -2.47973 -1.71532 -1.54177 -0.3689
C -0.06832 -2.46756 -1.78117 0.4719
O -0.29906 -3.65964 -1.74134 -0.6559
O 1.08507 -1.93559 -2.09203 -0.7542
H -3.60689 1.43427 -1.38353 0.4692
H -1.10899 1.83249 -1.35520 0.7433
H -2.81389 -2.74104 -1.60450 0.5307
```

## Properties
- largest force on an atom (eV/A) = 0.77
- highest occupied orbital energy (eV) = -3.2
- relative energy (zero: lowest compared OMol25 entry of this formula, charge and spin) (kcal per mole) = 4.8
- DFT total energy (Eh) = -1376.6091
- Kohn-Sham gap (eV) = 7.963
- total charge = -2

[4]
Below is a structure of composition C14H8BrClCoIN2OSbSe4 at a distorted geometry, with properties calculated with wB97M-V/def2-TZVPD.

Geometry as XYZ:
```
34
Properties=species:S:1:pos:R:3:mulliken_charge:R:1
Co -0.11424 -1.05483 0.74177 0.6626
Se -0.48598 -5.03993 3.93057 -0.7521
Sb -1.42593 -2.97784 3.03956 0.6802
Se 0.22655 -0.99115 3.15749 -0.6715
Se -1.36250 -2.98911 0.46657 -0.6212
Se -3.60411 -2.30124 3.88895 -0.7610
Cl -3.44319 3.69573 -3.12222 -0.3219
C -2.45254 2.34743 -2.59975 0.6355
C -1.84599 1.56320 -3.55014 -0.6000
C -1.05391 0.48859 -3.16664 -0.5368
I -0.10623 -0.69726 -4.61867 -0.0390
C -0.81883 0.13554 -1.82198 0.4799
O -0.09713 -0.83155 -1.45066 -0.6541
C -1.47842 0.98593 -0.84636 0.8134
N -1.26821 0.65530 0.45303 -0.2955
C -1.84429 1.36216 1.39908 -0.1129
C -2.66252 2.46402 1.11713 -0.8431
C -2.88333 2.83112 -0.18215 -0.7324
C -2.29088 2.08501 -1.22363 0.0124
H -1.99078 1.78343 -4.59912 0.3738
H -1.67033 1.03997 2.41980 0.3603
H -3.11649 3.00292 1.93775 0.3997
H -3.51500 3.67486 -0.42532 0.3832
Br 6.57104 -1.07489 0.49110 -0.2045
C 4.67078 -1.04565 0.47809 0.3723
C 3.95905 -2.18999 0.17444 -0.5762
C 2.57799 -2.10507 0.14800 -0.3919
N 1.91309 -0.98334 0.41436 0.2656
C 2.61799 0.10355 0.72528 -0.2954
C 3.99763 0.12961 0.76438 -0.6640
H 4.45571 -3.12574 -0.03543 0.4080
H 1.96748 -2.96940 -0.08664 0.4136
H 2.04616 0.99262 0.96279 0.4103
H 4.52732 1.03605 1.01856 0.4029
```

## Properties
- largest force on an atom (eV/A) = 1.19
- highest occupied orbital energy (alpha / beta) (eV) = -1.3 / -1.4
- relative energy (zero: lowest compared OMol25 entry of this formula, charge and spin) (kcal per mole) = 0.0
- DFT total energy (Eh) = -15283.9223
- 2S+1 = 4
- Kohn-Sham gap (alpha / beta) (eV) = 4.781 / 4.799
- total charge = -2

[5]
Below is a structure of composition C14H8BrCoNOS4Se, with properties calculated with wB97M-V/def2-TZVPD.

Geometry as XYZ:
```
31
Properties=species:S:1:pos:R:3:mulliken_charge:R:1
Co -0.45200 -0.27988 0.40029 -0.1746
O -3.37173 -5.01084 4.28076 -0.6513
C -2.80260 -4.18968 3.58720 0.5756
S -2.74382 -4.24643 1.83187 -0.2155
C -1.78549 -2.78436 1.56252 0.0958
C -1.41894 -2.10258 2.67107 0.0967
S -0.45970 -0.66353 2.71005 -0.4783
S -1.95676 -2.78076 4.21403 -0.2178
S -1.37997 -2.37437 -0.06590 -0.4702
Br -4.14292 5.02894 -1.56205 -0.3010
C -3.15237 3.48319 -0.96568 0.2798
C -2.35606 3.58755 0.15705 -0.5200
C -1.66508 2.45693 0.58438 0.1701
C -1.74231 1.22032 -0.07228 -0.5726
C -2.56174 1.18852 -1.20772 0.2100
C -3.26755 2.29870 -1.66444 -0.4559
H -2.26073 4.52683 0.68878 0.3610
H -1.04230 2.54892 1.47010 0.2760
H -2.66244 0.25972 -1.76250 0.2993
H -3.88378 2.23463 -2.55346 0.3602
Se 1.28831 0.68242 -0.93201 -0.3005
C 3.03974 -0.01815 -1.14986 0.0586
C 3.85931 -0.35769 -0.06949 -0.2651
C 5.13927 -0.82585 -0.30571 -0.2821
N 5.67476 -0.98393 -1.51847 -0.6468
C 4.88934 -0.65492 -2.54605 -0.2533
C 3.59847 -0.17574 -2.42181 -0.3075
H 3.49063 -0.25860 0.94295 0.3604
H 5.78441 -1.09430 0.52730 0.3247
H 5.32689 -0.79334 -3.53226 0.3136
H 3.01716 0.07830 -3.29865 0.3306
```

## Properties
- largest force on an atom (eV/A) = 0.87
- highest occupied orbital energy (alpha / beta) (eV) = -0.9 / -1.3
- relative energy (zero: lowest compared OMol25 entry of this formula, charge and spin) (kcal per mole) = 4.4
- DFT total energy (Eh) = -8619.3757
- 2S+1 = 4
- Kohn-Sham gap (alpha / beta) (eV) = 4.963 / 5.331
- total charge = -2

[6]
Below is a structure of composition C14H8ClF3N4O3PdS2, with properties calculated with wB97M-V/def2-TZVPD.

Geometry as XYZ:
```
36
Properties=species:S:1:pos:R:3:mulliken_charge:R:1
Pd 0.76333 0.37017 0.82832 1.0313
S -5.13192 -0.56401 -3.51301 0.2744
N -5.03547 -0.45908 -1.91377 -0.6130
C -3.75631 -0.30227 -1.61503 0.5518
C -3.21539 -0.15637 -0.27802 0.2276
C -3.95462 -0.18174 0.91063 -0.2795
C -3.29600 -0.04165 2.11371 -0.9508
C -1.91515 0.14129 2.13080 0.0361
N -1.21447 0.17620 1.00272 -0.3325
C -1.84055 0.01378 -0.18801 0.3033
C -0.98822 -0.00035 -1.34286 0.0530
N 0.33624 0.11571 -1.08935 -0.4994
C 1.21206 0.12185 -2.08674 -0.1746
C 0.78538 0.00985 -3.40968 -0.9569
C -0.55757 -0.12530 -3.68926 -0.3176
C -1.47788 -0.13494 -2.63359 0.2889
C -2.91443 -0.28347 -2.75923 0.6341
N -3.57809 -0.42518 -3.89458 -0.6098
H -5.02790 -0.31748 0.87138 0.5813
H -3.83091 -0.06410 3.05219 0.4391
H -1.37711 0.26736 3.05984 0.3373
H 2.25843 0.19994 -1.83044 0.5966
H 1.52400 0.02171 -4.19808 0.4577
H -0.91088 -0.22458 -4.70769 0.5853
F 4.74876 -2.32355 1.85761 -0.1593
C 4.20339 -1.23253 2.32166 0.6375
F 2.99142 -1.47949 2.80592 -0.1738
F 4.95627 -0.67064 3.24626 -0.1635
S 4.03014 -0.06037 0.87330 1.2065
O 5.30465 0.38907 0.48969 -0.5127
O 3.05790 -0.64138 -0.00410 -0.5726
O 3.14888 1.22489 1.42644 -0.3852
Cl 1.24683 1.08667 3.16732 -0.0723
C 2.92559 1.62894 2.75396 -0.2275
H 3.61989 1.20795 3.47417 0.3813
H 2.90974 2.71310 2.76751 0.3779
```

## Properties
- largest force on an atom (eV/A) = 0.58
- highest occupied orbital energy (eV) = -15.4
- relative energy (zero: lowest compared OMol25 entry of this formula, charge and spin) (kcal per mole) = 0.0
- DFT total energy (Eh) = -2666.5143
- Kohn-Sham gap (eV) = 6.621
- total charge = +2